Record 1
One molecule with the formula C7H14N2O at a distorted geometry. Source: the Open Molecules 2025 dataset; level of theory: the ωB97M-V functional and the def2-TZVPD basis.

Last column: Mulliken charge in e.
Element x y z (Å)
O1 2.154 -1.141 -0.500  -0.58
N1 -0.007 1.312 2.393  -0.58
N2 -0.448 -0.845 0.956  -0.34
C1 0.193 -0.113 -1.346  0.96
C2 2.364 -0.265 -2.696  -1.36
C3 1.619 -0.544 -1.410  0.82
C4 -0.985 0.534 1.746  0.07
C5 -0.700 -0.971 -0.463  -1.26
C6 -0.263 0.971 -1.970  -1.09
C7 -1.972 -0.101 2.680  -1.01
H1 -1.461 1.110 0.949  0.33
H2 2.494 0.810 -2.823  0.32
H3 -1.525 -0.393 3.631  0.34
H4 -1.313 1.223 -1.958  0.30
H5 1.802 -0.642 -3.549  0.36
H6 0.360 1.612 -2.574  0.25
H7 0.438 0.830 3.164  0.24
H8 -2.846 0.528 2.820  0.26
H9 0.519 -1.083 1.157  0.23
H10 -0.567 -2.020 -0.757  0.37
H11 -2.146 -1.062 2.094  0.31
H12 -1.745 -0.701 -0.646  0.46
H13 0.691 1.687 1.762  0.25
H14 3.344 -0.735 -2.662  0.35

The LUMO energy comes out at 0.504 eV. The value obtained for the HOMO-LUMO gap is 8.6 eV. Its SMILES is C=C(CN[C@@H](C)N)C(C)=O. For the energy relative to the best compared isomer or geometry (same formula, charge and spin), the calculation gives 1.704 eV. The total charge is 0.

---

Record 2
A 2-piece molecular cluster, C7H14N2O overall at a distorted geometry. Source: the Open Molecules 2025 dataset; level of theory: the ωB97M-V functional and the def2-TZVPD basis.

Last column: Mulliken charge in e.
Element x y z (Å)
O1 -1.883 -0.294 -0.493  -0.39
N1 1.756 -0.332 0.677  -0.70
N2 0.757 -0.736 -0.018  0.34
C1 -1.077 0.630 0.089  1.14
C2 3.038 -0.585 0.450  -0.47
C3 -0.617 1.535 -0.934  0.06
C4 0.877 -1.167 -1.370  -1.26
C5 -2.151 -1.464 0.322  -0.78
C6 -1.167 0.776 1.523  -1.36
C7 -0.089 2.774 -0.635  -0.90
H1 -0.811 1.036 -1.874  0.37
H2 -2.769 -2.178 -0.266  0.24
H3 -0.808 0.067 2.351  0.25
H4 -2.689 -1.113 1.274  0.27
H5 0.277 3.548 -1.462  0.23
H6 3.485 -1.346 -0.167  0.24
H7 1.206 -2.216 -1.436  0.36
H8 -1.140 -1.792 0.519  0.42
H9 0.058 3.149 0.432  0.18
H10 -0.922 1.862 1.754  0.23
H11 3.844 -0.437 1.217  0.21
H12 -0.185 -1.167 -1.643  0.44
H13 1.488 -0.600 -2.012  0.40
H14 -2.241 0.740 1.626  0.48

The LUMO energy (spin up / spin down) comes out at -0.176 / -0.173 eV. The value obtained for the HOMO-LUMO gap (spin up / spin down) is 6.7 / 6.7 eV. For the energy relative to the best compared isomer or geometry (same formula, charge and spin), the calculation gives 6.438 eV. The total charge is 0.

---

Record 3
C7H14N2O as an isolated structure at a distorted geometry. Source: the Open Molecules 2025 dataset; level of theory: the ωB97M-V functional and the def2-TZVPD basis.

Last column: Mulliken charge in e.
Element x y z (Å)
O1 -1.131 0.657 2.079  -0.54
N1 1.275 1.315 2.087  -0.90
N2 1.350 0.424 -1.345  -0.50
C1 -1.663 -0.918 -1.667  -1.32
C2 -1.802 -1.976 0.667  -1.26
C3 -0.560 0.889 0.873  -0.16
C4 -1.857 -0.736 -0.187  0.28
C5 1.183 0.865 0.963  0.48
C6 1.940 0.841 -0.300  0.54
C7 3.313 1.449 -0.207  -1.13
H1 -0.342 0.432 2.647  0.44
H2 -0.617 -0.195 0.163  -0.02
H3 -2.703 -0.105 0.063  0.39
H4 -0.894 -2.550 0.484  0.32
H5 3.851 1.006 0.632  0.31
H6 -2.496 -1.503 -2.071  0.42
H7 3.231 2.514 0.018  0.27
H8 1.979 0.378 -2.146  0.23
H9 3.872 1.308 -1.132  0.39
H10 -1.002 1.690 0.290  0.39
H11 -0.750 -1.471 -1.884  0.30
H12 -2.656 -2.622 0.441  0.40
H13 -1.633 0.037 -2.191  0.33
H14 -1.887 -1.727 1.725  0.35

The LUMO energy (spin up / spin down) comes out at 0.600 / 0.599 eV. The value obtained for the HOMO-LUMO gap (spin up / spin down) is 7.7 / 7.7 eV. For the energy relative to the best compared isomer or geometry (same formula, charge and spin), the calculation gives 5.424 eV. The total charge is 0.